1.
A 9-piece molecular cluster, C63H50N2O37PS overall. Source: the OMol25 dataset; level of theory: ωB97M-V with the def2-TZVPD basis set.

The value obtained for the LUMO energy is -3.9702 eV. The orbital gap is 6.91 eV. As for the net charge: +1. The largest force on an atom comes out at 3.0 eV/Å.

Each line ends with the Löwdin charge.
Positions of all 154 atoms, in Å:
C -2.013 6.772 4.990  0.08
S -5.665 -0.831 2.231  0.37
H 5.369 -0.930 -5.453  0.11
C 9.892 1.109 0.262  0.08
H -4.571 -3.121 3.710  0.10
O 9.856 -1.594 -4.779  0.13
C -2.800 -2.074 8.115  -0.23
C -3.420 -2.325 9.274  0.08
C 3.068 -1.221 2.839  0.07
O -7.606 -2.975 -6.711  0.08
H 9.675 -1.961 -5.666  0.12
H 9.055 0.970 -0.410  0.11
C 1.531 -0.572 -7.557  0.09
O -1.021 0.051 -0.865  0.00
H -3.979 0.601 4.483  0.07
O -3.035 8.839 5.370  0.13
C 8.695 -1.123 -4.335  -0.22
O -0.434 -1.064 -8.728  0.13
H 13.349 -0.043 -0.597  0.12
C -3.237 0.145 9.834  -0.23
H 2.887 0.330 -4.137  0.09
H -1.383 -1.111 -8.502  0.13
C -5.771 -5.533 -9.516  0.08
O -1.021 4.645 4.824  0.07
N -2.114 -0.618 -1.671  0.09
O -1.867 -0.666 -6.489  0.08
O -0.888 3.294 1.174  -0.17
H -4.519 3.655 4.008  0.10
C -6.885 -2.922 -4.487  0.08
H 0.035 1.465 3.284  0.17
H -2.811 5.764 8.754  0.14
C -0.012 -0.190 -5.141  0.07
C -3.285 3.572 2.233  -0.04
O 7.688 -1.801 -6.343  0.13
C 8.568 -0.538 -3.134  0.08
O -4.518 -6.392 -11.314  0.12
H 0.645 3.601 -0.258  0.15
C -2.344 -0.692 7.748  -0.32
O -3.505 1.103 10.709  0.13
H 8.784 2.506 2.805  0.12
C -3.224 3.354 0.858  -0.18
H -3.146 -1.086 0.487  0.11
H -3.751 -3.316 9.550  0.14
O 6.374 0.472 2.612  0.11
C 1.316 -0.036 -5.082  -0.22
C -2.955 7.313 7.225  -0.31
C -5.620 3.027 0.883  -0.09
H -3.955 0.665 11.459  0.13
H -0.644 -0.068 -4.274  0.12
C 6.103 -0.223 -3.601  -0.22
H 0.943 1.270 -0.381  0.12
C 0.432 3.115 0.701  -0.33
C 0.776 1.573 0.655  -0.03
O -1.569 3.917 7.332  0.10
H 0.763 3.900 2.669  0.07
C 12.238 1.374 1.935  0.08
C -0.658 -0.531 -6.393  -0.29
P -4.041 -1.141 3.199  0.21
H -1.784 6.997 3.958  0.14
O 7.107 0.509 -1.618  0.09
O 4.832 -3.000 5.359  0.12
O 2.415 -2.980 4.233  0.12
C -4.418 3.083 0.192  -0.04
C -1.267 0.108 0.437  -0.20
C -0.396 0.831 1.285  -0.10
H 2.231 3.200 2.005  0.07
O -1.768 -0.534 6.680  0.06
C 4.670 -2.182 4.476  -0.31
O -5.135 -8.950 -10.845  0.12
C -4.492 3.512 2.927  -0.09
O 10.765 2.419 3.447  0.11
H -7.216 -2.716 -7.566  0.12
O 11.364 0.116 -1.277  0.10
C 7.277 -0.043 -2.695  -0.30
C 2.180 -0.207 -6.305  -0.29
C -4.381 -1.741 -5.346  0.09
O 8.595 2.135 1.921  0.10
C -2.570 5.998 7.726  0.08
H -4.607 -8.476 -11.515  0.12
H -7.582 -5.368 -6.998  0.13
H -6.625 3.182 2.803  0.11
C 5.452 -0.380 3.056  -0.23
O -4.215 -1.405 11.290  0.13
N -1.703 0.281 3.147  0.13
H -1.135 3.503 6.563  0.11
H -7.799 -3.353 -4.103  0.14
C 0.200 -0.728 -7.608  -0.23
C -5.845 -2.591 -3.532  -0.32
H 5.109 0.601 -2.260  0.12
H 1.675 1.327 1.238  0.09
O -3.514 8.148 7.906  0.13
C -3.671 -1.243 10.217  -0.31
C -6.906 -7.247 -8.129  -0.31
H -3.460 -1.292 -5.708  0.09
H 9.402 -0.412 -2.455  0.11
O -7.605 -7.449 -7.152  0.11
O 1.931 0.273 -3.944  0.11
O -7.061 -4.886 -7.668  0.07
H -1.737 4.247 -0.509  0.15
H -5.507 -4.515 -9.770  0.14
C -5.243 -6.597 -10.360  -0.31
C 9.764 1.687 1.462  -0.22
O -4.177 -0.338 4.618  -0.21
C -2.582 -0.399 2.380  -0.26
H 2.104 -1.160 2.352  0.12
H -6.676 -9.325 -8.737  0.14
C 1.359 3.805 1.746  -0.01
C -5.620 -8.014 -10.033  -0.24
H -4.442 2.908 -0.884  0.12
C -6.551 -5.830 -8.471  -0.21
O 4.926 0.228 -3.144  0.09
H 2.162 -0.709 -8.424  0.14
C -2.388 -0.528 1.030  0.04
C 11.191 0.636 -0.187  -0.30
C 3.325 -2.111 3.807  -0.23
O -5.287 -1.927 -7.512  0.12
H -1.878 0.316 4.151  0.15
H -2.294 1.384 8.386  0.12
O -3.657 -1.663 -3.123  0.02
C -0.627 0.899 2.635  0.05
H 13.075 1.496 2.609  0.14
C -5.684 3.230 2.261  -0.09
C -1.870 3.383 0.158  -0.13
O 3.917 0.549 1.544  0.09
C -2.613 0.391 8.671  0.07
H -4.057 -1.934 -2.273  0.11
O -2.551 -3.033 7.218  0.11
H 5.943 1.003 1.916  0.12
H 2.854 -3.505 4.933  0.13
C -2.646 7.643 5.791  -0.23
H -3.463 9.269 6.136  0.13
C -1.942 5.134 6.923  -0.23
H 1.627 4.825 1.458  0.09
C -6.399 -8.309 -8.984  0.08
C 10.942 1.870 2.376  -0.31
C 12.364 0.792 0.735  -0.23
C 6.218 -0.800 -4.797  0.08
H -1.808 2.482 -0.482  0.12
C 4.101 -0.293 2.408  -0.31
O 3.379 -0.037 -6.195  0.11
C -4.584 -1.972 -4.048  -0.20
O 13.528 0.322 0.290  0.12
H 6.677 -1.340 4.502  0.14
H -6.566 2.838 0.379  0.11
C 7.517 -1.281 -5.259  -0.30
C -5.412 -2.094 -6.314  -0.29
C -1.611 5.476 5.499  -0.32
C 5.709 -1.268 4.026  0.08
H -2.096 -2.593 6.477  0.11
O -5.943 -2.786 -2.330  0.10
O -1.754 -1.618 -2.058  0.18
O -3.746 -2.680 3.441  -0.16
C -6.693 -2.692 -5.799  -0.23
H -2.403 3.796 2.844  0.10

***

2.
A 6-piece molecular cluster, C22H40F16O14S4 overall. Source: the OMol25 dataset; level of theory: ωB97M-V with the def2-TZVPD basis set.

The value obtained for the LUMO energy is 0.2188 eV. The orbital gap is 10.96 eV. The structure (SMILES) is FC(F)C(F)(F)COC(F)(F)C(F)F.FC(F)C(F)(F)COC(F)(F)C(F)F.CCOS(C)(=O)=O.CCOS(C)(=O)=O.CCOS(C)(=O)=O.CCOS(C)(=O)=O. The largest force on an atom comes out at 4.7 eV/Å.

Each line ends with the Löwdin charge.
Positions of all 96 atoms, in Å:
C -28.714 -16.641 -4.736  -0.53
S -29.796 -10.586 2.275  0.70
H -23.083 -16.437 -0.686  0.06
F -27.361 -15.567 -6.370  0.15
H -24.922 -21.105 -0.712  0.08
H -29.520 -12.980 -1.059  0.06
O -28.906 -16.559 -3.353  -0.02
F -25.940 -12.191 -3.348  0.17
F -27.905 -10.013 -7.627  0.10
C -25.133 -20.322 0.016  -0.05
C -26.276 -10.389 -5.362  -0.08
C -30.068 -12.586 -1.915  -0.03
C -29.433 -17.504 -1.159  -0.41
O -25.831 -16.139 -0.937  -0.32
H -27.243 -25.765 -1.627  0.06
C -27.321 -11.232 -7.465  -0.20
H -29.132 -8.400 2.900  0.06
H -26.397 -9.354 -5.681  0.14
C -28.248 -26.171 -1.510  -0.08
S -29.712 -8.617 -3.285  0.78
C -29.106 -14.329 3.430  -0.05
H -23.307 -14.979 0.218  0.06
O -28.305 -8.557 -3.778  -0.32
H -28.145 -12.966 2.045  0.12
O -29.433 -11.926 3.194  -0.25
C -27.794 -15.478 -5.138  -0.37
F -23.698 -12.429 -1.944  0.14
C -24.876 -18.868 -0.496  -0.27
S -29.349 -24.923 -2.433  0.69
H -23.186 -10.723 -2.576  0.17
O -29.260 -25.189 -3.870  -0.30
H -28.544 -14.261 4.362  0.08
H -22.910 -16.385 1.174  0.07
F -28.272 -12.109 -6.786  0.01
O -25.712 -15.748 1.679  -0.33
H -31.111 -12.568 -1.599  0.08
H -30.941 -7.948 -1.410  0.08
H -29.797 -13.206 1.745  0.11
C -28.713 -22.841 -0.892  -0.32
C -29.841 -17.357 -2.662  -0.04
H -27.183 -10.637 -4.811  0.12
O -28.578 -23.492 -2.086  -0.25
H -29.938 -13.260 -2.761  0.06
O -28.854 -10.448 1.115  -0.34
H -28.651 -15.433 -0.799  0.17
H -28.026 -9.656 3.459  0.07
O -31.226 -10.494 2.084  -0.28
H -29.491 -7.040 -1.479  0.08
O -25.057 -18.050 0.669  -0.27
C -23.433 -16.061 0.275  -0.11
F -28.104 -17.843 -4.869  0.14
F -25.691 -12.532 -6.384  0.11
H -30.211 -21.241 -0.941  0.07
C -29.125 -21.330 -0.933  -0.06
F -25.637 -10.149 -2.420  0.11
H -27.784 -22.905 -0.325  0.11
H -28.310 -27.148 -1.990  0.07
H -27.044 -11.716 -8.401  0.16
H -29.411 -23.370 -0.244  0.11
H -29.955 -18.348 -3.102  0.15
H -28.831 -20.699 -1.772  0.07
H -24.661 -20.494 0.984  0.08
O -30.201 -10.288 -3.006  -0.27
H -30.135 -14.556 3.708  0.09
O -30.676 -24.975 -1.835  -0.31
H -30.646 -16.621 -2.649  0.14
O -30.830 -7.932 -4.014  -0.32
H -28.693 -15.164 2.863  0.06
H -29.703 -9.148 4.294  0.07
F -28.273 -14.309 -4.805  0.14
F -30.310 -18.376 -0.589  0.12
F -23.162 -12.178 -3.932  0.12
C -25.998 -11.230 -6.660  -0.44
F -24.980 -10.659 -7.327  0.14
H -23.912 -18.815 -1.003  0.12
H -28.481 -11.329 -2.658  0.10
H -28.868 -20.941 0.052  0.07
H -28.614 -26.083 -0.487  0.06
H -29.428 -10.676 -1.214  0.07
H -26.220 -20.396 0.051  0.06
H -25.668 -18.805 -1.242  0.10
O -25.160 -10.380 -4.523  0.02
C -29.872 -8.054 -1.593  -0.13
C -29.369 -16.169 -0.436  -0.36
F -28.212 -18.096 -1.226  0.10
S -25.245 -16.422 0.407  0.73
F -29.885 -16.645 -5.321  0.20
C -29.090 -13.108 2.569  -0.33
C -25.166 -11.115 -3.306  -0.47
C -29.072 -9.351 3.429  -0.10
H -26.938 -15.585 -4.471  0.17
F -30.466 -15.432 -0.637  0.10
C -23.776 -11.574 -2.916  -0.37
C -29.450 -11.164 -2.187  -0.26
H -29.478 -8.712 -0.817  0.04
F -29.032 -16.328 0.819  0.13

***

3.
One molecule with the formula C3H2F3N. Source: the OMol25 dataset; level of theory: ωB97M-V with the def2-TZVPD basis set.

The value obtained for the LUMO energy is 0.8858 eV. The orbital gap is 11.41 eV. The structure (SMILES) is FC(F)(F)[C@@H]1C=N1. The largest force on an atom comes out at 5.9 eV/Å. The energy relative to the best compared isomer or geometry (same formula, charge and spin) comes out at 35.7 kcal per mole.

Each line ends with the natural charge from an NBO analysis.
Positions of all 9 atoms, in Å:
C -0.210 -0.442 -0.232  -0.20
C -1.372 -1.912 -0.014  0.97
C 1.126 -0.637 -0.541  0.08
F -2.640 -1.621 -0.113  -0.31
F -1.153 -2.435 1.136  -0.32
F -0.912 -2.863 -0.826  -0.34
H -0.597 0.576 -0.543  0.18
N 0.886 -0.364 0.647  -0.28
H 1.833 -0.757 -1.258  0.21